{
  "formula": "C5H24NO9",
  "method": "ωB97M-V with the def2-TZVPD basis set",
  "elements": ["O", "C", "O", "C", "C", "C", "C", "N", "H", "H", "H", "H", "H", "H", "H", "H", "H", "H", "H", "H", "O", "H", "H", "O", "H", "H", "O", "H", "H", "O", "H", "H", "O", "H", "H", "O", "H", "H", "O"],
  "positions_angstrom": [[0.601735, 2.280244, 2.107941], [-0.025396, 1.191640, 2.285164], [-1.140083, 1.012696, 2.791170], [0.878446, -0.039155, 1.797590], [-0.018363, -1.352455, 1.747439], [-0.049485, -1.886009, 0.320489], [-1.375645, -2.604377, 0.019982], [1.485333, 0.290613, 0.520988], [1.681720, 0.001657, 2.659131], [0.543152, -2.076301, 2.362080], [-0.980272, -1.121930, 2.203954], [0.060491, -1.047509, -0.401740], [0.771975, -2.538662, -0.035055], [-2.279169, -2.198245, 0.557595], [-1.584980, -2.569126, -1.093979], [-1.291458, -3.725882, 0.150108], [0.797462, 0.844325, -0.053441], [2.021056, 1.140133, 0.689552], [1.484891, 1.593400, -2.103111], [1.012686, 1.802942, -3.544454], [1.520647, 1.202956, -2.986545], [1.804569, -0.684969, -2.999944], [1.573424, -0.960394, -1.471459], [1.723533, -1.375275, -2.328322], [3.028823, -1.664149, 0.542819], [3.385715, -1.723096, -0.832346], [3.272528, -2.355754, -0.091440], [-2.442744, -0.130662, 1.558077], [-3.285334, 0.717465, 2.478861], [-3.358985, 0.120575, 1.704681], [1.711901, 3.383643, 0.760423], [0.431652, 3.710918, 0.253361], [1.230722, 3.254031, -0.068536], [-0.403345, -0.313501, -3.824907], [-1.566170, 0.230287, -2.953611], [-1.226750, 0.183600, -3.855007], [-4.144484, -0.093135, -0.910726], [-2.670731, -0.372123, -1.111866], [-3.426296, 0.048613, -1.534638]],
  "forces_ev_per_a": [[-0.9, -0.5, 0.9], [1.8, 0.7, -0.3], [0.0, -0.1, 0.1], [-1.4, 0.5, 2.3], [3.1, 0.3, 0.0], [-1.2, 0.1, -1.2], [-0.6, -1.1, -1.5], [0.2, 1.5, -1.2], [-1.2, -0.7, -1.8], [-0.7, 0.0, 0.1], [0.1, -0.2, -0.2], [-0.6, -0.4, 0.6], [-0.2, 0.3, 0.9], [1.0, -0.5, -0.4], [0.1, 0.2, 1.1], [-0.2, 1.2, 0.5], [0.2, -1.2, 0.7], [0.6, -0.3, 0.5], [0.1, 0.1, 0.0], [-0.1, -0.1, 0.1], [0.1, 0.5, -0.2], [-0.1, 0.2, 0.7], [0.0, 0.4, 0.0], [0.2, -0.8, -0.6], [-0.3, -0.4, 0.5], [-0.1, -1.1, -0.2], [0.4, 1.4, -0.2], [0.1, 0.3, 0.3], [0.3, -0.5, -0.8], [-0.9, 0.1, 0.3], [0.3, -0.7, 0.0], [-0.1, -0.6, -0.6], [-0.1, 1.5, -0.4], [-0.1, 0.0, 0.4], [0.0, -0.1, -0.1], [-0.1, 0.1, -0.3], [0.1, 0.1, 0.2], [-0.1, -0.1, 0.2], [0.1, -0.1, -0.3]],
  "nbo_charge": [-0.84, 0.76, -0.78, -0.15, -0.44, -0.43, -0.63, -0.90, 0.19, 0.20, 0.23, 0.18, 0.24, 0.20, 0.20, 0.20, 0.37, 0.39, 0.50, 0.49, -0.97, 0.49, 0.49, -0.99, 0.47, 0.48, -0.95, 0.48, 0.50, -0.98, 0.49, 0.48, -0.97, 0.48, 0.48, -0.96, 0.49, 0.47, -0.96],
  "largest_force_ev_per_a": 3.15,
  "spin_multiplicity": 1,
  "total_energy_ev": -25493.7990,
  "homo_ev": -5.243,
  "total_charge": -1
}